No. 1
DFT (the ωB97M-V functional and the def2-TZVPD basis) results for C29H41Cl2N4O5PPdS as an isolated structure.

```
84
Properties=species:S:1:pos:R:3:lowdin_charge:R:1
Pd -0.5889 1.0301 -1.3611 0.32
Cl -2.6418 -4.0494 -1.0359 0.53
C -0.8623 -4.1480 -0.9681 -1.00
Cl -0.3216 -4.2478 0.7315 0.53
C -0.1960 -2.9068 -1.6978 -0.83
O 0.5161 -3.2570 -2.6530 -0.04
O -0.5048 -1.8026 -1.2297 -0.11
H -0.5695 -5.0766 -1.4406 0.04
C -0.5751 2.3715 -5.9857 -0.13
C -0.9584 2.3190 -4.5062 -0.55
C -2.4296 1.9226 -4.3367 -0.15
P 0.2134 1.3944 -3.3494 0.91
C 1.6636 2.6315 -3.5063 -0.51
C 1.8135 3.3934 -2.1771 -0.17
C 3.0053 2.0454 -3.9425 -0.12
C 0.6435 -0.2180 -4.2104 -0.51
C -0.6894 -0.9756 -4.3409 -0.15
C 1.4465 -0.3730 -5.5043 -0.11
H -1.2005 3.0992 -6.5165 0.07
H -0.7290 1.4023 -6.4630 0.06
H 0.4704 2.6545 -6.1303 0.06
H -0.8608 3.3340 -4.1032 0.08
H -2.7032 1.1152 -5.0185 0.06
H -3.0870 2.7722 -4.5538 0.06
H -2.6161 1.5920 -3.3133 0.03
H 1.3563 3.3584 -4.2634 0.07
H 2.8204 3.8166 -2.0819 0.06
H 1.6120 2.7255 -1.3374 0.00
H 1.1001 4.2249 -2.1309 0.05
H 3.2861 1.1822 -3.3335 0.07
H 3.7967 2.7947 -3.8388 0.07
H 2.9793 1.7336 -4.9829 0.05
H 1.1829 -0.7452 -3.4166 0.08
H -1.2557 -0.6323 -5.2117 0.06
H -1.2948 -0.8504 -3.4418 0.05
H -0.4848 -2.0422 -4.4539 0.07
H 1.1067 0.2791 -6.3108 0.05
H 1.3351 -1.4054 -5.8501 0.08
H 2.5089 -0.2046 -5.3530 0.05
O 9.1975 -1.5081 -0.9499 -0.38
S 9.1215 -2.9575 -0.9174 0.39
O 9.3672 -3.5477 0.3930 -0.38
O 9.7996 -3.6198 -2.0181 -0.39
C 7.3565 -3.3451 -1.1762 -0.36
N 7.0616 -4.5875 -1.5659 0.11
C 5.7721 -4.8555 -1.7169 -0.13
C 4.7700 -3.9351 -1.4641 0.00
C 5.1801 -2.6799 -1.0371 -0.22
N 6.4774 -2.3889 -0.9129 0.16
C 4.2158 -1.6060 -0.6986 -0.15
C 2.9312 -1.8779 -0.2473 0.00
C 2.0876 -0.8254 0.0807 -0.13
N 2.4365 0.4497 -0.0595 0.06
C 3.6637 0.7076 -0.5151 -0.16
C 4.5918 -0.2699 -0.8231 -0.01
H 5.5263 -5.8566 -2.0606 0.10
H 3.7272 -4.1726 -1.6254 0.11
H 2.5735 -2.8919 -0.1312 0.10
H 1.0790 -1.0170 0.4226 0.09
H 3.9227 1.7550 -0.6395 0.09
H 5.5902 -0.0228 -1.1598 0.11
C 0.6139 2.7892 1.2935 -0.04
N -0.2898 3.9132 0.9052 -0.17
C -0.3319 4.9437 1.9569 -0.03
C -1.7109 3.4688 0.4923 -0.12
C -2.1314 2.1963 1.1414 -0.33
C -2.8403 2.2122 2.3469 -0.10
C -3.1993 1.0156 2.9451 -0.14
C -2.8392 -0.1770 2.3176 -0.11
C -2.1391 -0.1712 1.1178 -0.12
C -1.7547 1.0208 0.4619 -0.18
H 1.6391 3.1563 1.2842 0.10
H 0.4695 1.9965 0.5531 0.02
H 0.3280 2.4282 2.2784 0.11
H 0.1216 4.3061 0.0577 0.14
H -0.8381 4.5173 2.8209 0.10
H -0.8843 5.8143 1.6077 0.09
H 0.6815 5.2315 2.2329 0.10
H -1.6264 3.2663 -0.5791 0.07
H -2.3513 4.3264 0.7141 0.11
H -3.1283 3.1574 2.8056 0.09
H -3.7558 1.0078 3.8755 0.08
H -3.1122 -1.1232 2.7756 0.09
H -1.8702 -1.1154 0.6540 0.06
```

Computed properties:
M in g mol⁻¹: 766.0
Energy above the lowest of the compared OMol25 structures with the same formula, charge and spin in eV: 1.483
Charge: -2

No. 2
DFT (the ωB97M-V functional and the def2-TZVPD basis) results for a 2-piece molecular cluster, C4H8NO3 overall at a distorted geometry.

```
16
Properties=species:S:1:pos:R:3:lowdin_charge:R:1
C -0.8047 -2.8706 -1.1145 -0.01
C -1.0633 -1.7275 -2.0891 -0.60
O -1.8157 -1.8715 -3.0437 0.01
N -0.5621 -0.5084 -1.7651 0.16
H -0.3875 -2.4602 -0.2071 0.07
H 0.0267 -3.4564 -1.5221 0.08
H -0.9278 0.3215 -2.1950 0.11
H 0.0998 -0.4017 -1.0180 0.09
H -1.6910 -3.4742 -1.2022 0.08
C 1.2860 1.8982 1.6412 -0.08
C 0.6017 2.9333 2.5796 -0.81
O 1.0770 2.9798 3.7409 -0.12
O -0.3098 3.6166 2.0683 -0.11
H 2.2399 1.5296 2.0340 0.04
H 1.5945 2.4271 0.7256 0.05
H 0.6363 1.0643 1.3671 0.03
```

Computed properties:
M in g mol⁻¹: 118.1
Energy above the lowest of the compared OMol25 structures with the same formula, charge and spin in eV: 1.096
Charge: -1

No. 3
DFT (the ωB97M-V functional and the def2-TZVPD basis) results for C29H25BrCl68N4O4P as an isolated structure at a distorted geometry.

```
132
Properties=species:S:1:pos:R:3:lowdin_charge:R:1
C -1.3814 1.9173 1.7962 0.12
C -2.1068 1.2992 1.0783 -0.18
C -2.9310 0.4950 0.1899 -0.28
C -3.6079 -0.6563 0.9688 -0.14
C -3.4392 -2.0010 0.2372 -0.62
Br -3.2587 -3.2933 1.6813 0.95
C -4.4967 -2.4686 -0.7573 -0.14
C -6.0121 -2.4314 -0.4084 -0.67
N -6.7236 -2.8661 -1.6204 0.09
N -6.4327 -3.3213 0.6554 0.09
N -6.4520 -1.0639 -0.1629 -0.02
N -2.1398 -1.7736 -0.5825 -0.02
C -0.8185 -2.2723 -0.0694 -0.10
C -0.5726 -3.7735 -0.2156 -0.22
C -1.1584 -4.4821 -1.4437 -0.20
O -1.2667 -5.8638 -1.1681 -0.18
C -2.5889 -6.3135 -0.9746 -0.10
C -2.2163 -0.2949 -0.9108 -0.21
P -0.7853 0.4527 -1.7630 0.42
O 0.3981 0.5436 -0.9085 -0.22
O -1.3142 1.8818 -2.1823 -0.13
O -0.5658 -0.4284 -3.0691 -0.13
H -0.8476 2.4972 2.5156 0.04
H -3.6923 1.0795 -0.3272 0.12
H -2.9476 -0.7710 1.8292 0.09
H -4.5843 -0.4758 1.3980 0.12
H -4.2623 -3.5114 -0.9928 0.10
H -4.4011 -1.9102 -1.6931 0.12
H -6.1970 -3.5713 -2.1245 0.08
H -6.8197 -2.0780 -2.2533 0.08
H -6.0218 -4.2431 0.5664 0.07
H -6.1995 -2.9595 1.5722 0.06
H -6.5697 -0.9196 0.8357 0.04
H -7.4048 -1.0000 -0.5145 0.05
H -2.2782 -2.1678 -1.5133 0.14
H -0.0251 -1.7150 -0.5611 0.11
H -0.7497 -1.9830 0.9789 0.14
H 0.5081 -3.8798 -0.2848 0.05
H -0.8675 -4.3389 0.6632 -0.09
H -2.1608 -4.1176 -1.7043 0.09
H -0.4957 -4.3842 -2.3042 0.14
H -3.1785 -6.1968 -1.8907 0.09
H -3.0755 -5.7919 -0.1431 0.06
H -2.5497 -7.3738 -0.7413 0.10
H -2.9906 -0.2919 -1.6909 0.13
H -2.1484 1.8679 -2.6779 0.03
H -1.1842 -0.2178 -3.7886 0.01
C -4.3668 5.1847 -0.0547 -2.01
Cl -3.3812 6.6343 0.0112 0.52
Cl -5.0754 4.9967 -1.6687 0.52
Cl -3.3657 3.7661 0.3155 0.58
Cl -5.6599 5.2627 1.1377 0.51
C -1.7606 2.3547 -5.7417 -1.99
Cl -2.2054 3.9889 -5.2647 0.55
Cl -0.1394 1.9867 -5.1636 0.59
Cl -2.9184 1.2009 -4.9737 0.56
Cl -1.8274 2.1530 -7.4741 0.56
C 3.8887 -4.4364 0.4507 -2.03
Cl 2.4146 -5.3773 0.1611 0.54
Cl 4.4851 -3.8162 -1.0857 0.51
Cl 3.4919 -3.0921 1.5272 0.50
Cl 5.1065 -5.4603 1.2025 0.56
C 6.3484 0.1142 0.6453 -2.02
Cl 7.7703 0.6094 -0.2694 0.52
Cl 6.4663 -1.6090 1.0229 0.50
Cl 6.2245 0.9885 2.1710 0.46
Cl 4.8979 0.4245 -0.3164 0.53
C -2.7529 10.0471 2.0831 -2.05
Cl -1.8098 10.4944 3.5062 0.53
Cl -4.0651 8.9605 2.5378 0.48
Cl -3.4158 11.4987 1.3383 0.55
Cl -1.6967 9.1964 0.9434 0.50
C 6.6686 -2.4673 -4.1150 -2.04
Cl 4.9114 -2.2718 -4.2912 0.49
Cl 7.4406 -2.0944 -5.6520 0.52
Cl 7.2453 -1.3726 -2.8590 0.51
Cl 7.0247 -4.1346 -3.6615 0.53
C 9.0345 4.8353 1.7114 -2.05
Cl 8.2353 6.3118 2.2526 0.50
Cl 10.5738 4.6544 2.5555 0.53
Cl 8.0028 3.4418 2.0568 0.48
Cl 9.3237 4.9224 -0.0295 0.53
C -2.8643 5.6283 4.9333 -2.04
Cl -2.6743 4.7155 3.4212 0.50
Cl -2.3947 7.3009 4.6543 0.51
Cl -4.5567 5.5660 5.4329 0.53
Cl -1.8506 4.9084 6.1832 0.54
C 6.1459 -3.7038 -9.6909 -2.05
Cl 5.0947 -3.1441 -10.9991 0.52
Cl 5.5760 -3.0398 -8.1577 0.47
Cl 6.1108 -5.4653 -9.6203 0.54
Cl 7.7962 -3.1554 -9.9866 0.54
C -5.8814 4.4885 -8.3510 -2.05
Cl -6.2591 6.2055 -8.4375 0.54
Cl -5.1473 3.9614 -9.8670 0.53
Cl -4.7362 4.2058 -7.0274 0.46
Cl -7.3576 3.5673 -8.0571 0.53
C 4.3875 0.3737 5.6694 -2.04
Cl 4.6342 -0.8423 4.4110 0.49
Cl 4.7101 1.9928 5.0244 0.52
Cl 2.7102 0.2967 6.2242 0.52
Cl 5.4555 0.0006 7.0141 0.52
C 7.5005 10.1414 4.2287 -2.07
Cl 9.0387 9.2996 4.4226 0.52
Cl 6.2381 8.9694 3.8225 0.50
Cl 7.0778 10.9571 5.7342 0.53
Cl 7.6358 11.3276 2.9300 0.53
C 6.9013 -3.2322 9.2135 -2.06
Cl 8.1163 -3.9726 8.1699 0.53
Cl 5.3400 -3.2432 8.3962 0.48
Cl 6.7887 -4.1347 10.7241 0.53
Cl 7.3613 -1.5575 9.5496 0.51
C 1.8071 -0.1987 -7.8129 -2.05
Cl 2.9209 0.3676 -6.5650 0.52
Cl 0.4246 -1.0091 -7.0449 0.49
Cl 1.2350 1.1779 -8.7574 0.52
Cl 2.6344 -1.3438 -8.8570 0.53
C 2.3595 -6.1030 7.5398 -2.06
Cl 1.6991 -7.5400 6.7602 0.51
Cl 3.4720 -6.5595 8.8245 0.54
Cl 3.1996 -5.1466 6.3129 0.50
Cl 1.0335 -5.1441 8.2116 0.52
C -8.5389 2.3874 0.9933 -2.03
Cl -8.0695 2.5324 2.6886 0.53
Cl -10.1369 1.6619 0.8774 0.56
Cl -8.5291 3.9763 0.2399 0.52
Cl -7.3559 1.3544 0.1538 0.59
C -0.6300 -6.3146 3.1932 -1.96
Cl -1.8210 -7.6107 3.2801 0.56
Cl -1.3161 -4.9514 2.2831 0.50
Cl -0.2035 -5.7878 4.8169 0.53
Cl 0.8169 -6.8917 2.3631 0.54
```

Computed properties:
M in g mol⁻¹: 3015.2
Charge: +1

Quick rundown of E_HOMO, same order as above: -0.0599; -0.1462; -0.4476 Eh
Quick rundown of HOMO-LUMO gap, same order as above: 0.177; 0.254; 0.342 Eh